{"formula": "C8H20AgN4O3", "method": "wB97M-V/def2-TZVPD", "total_charge": 1, "e_tot_ha": -908.31378, "e_above_lowest_kcal_mol": 2.97, "fmax_ev_per_a": 0.4, "species": ["H", "H", "H", "H", "Ag", "H", "H", "N", "H", "H", "C", "C", "H", "C", "O", "H", "N", "H", "O", "H", "O", "C", "H", "H", "H", "H", "H", "C", "H", "H", "C", "C", "N", "H", "N", "C"], "coordinates": [[-0.497, -4.263, 0.180], [4.225, -1.094, -0.439], [-5.406, -0.255, 0.794], [-5.429, 0.257, -0.907], [-0.134, -1.644, -1.255], [-1.471, 2.221, -0.583], [1.284, 2.177, -0.566], [-3.684, 0.728, 0.145], [2.957, 2.563, 1.094], [-4.426, -1.126, -0.410], [1.069, 1.304, 0.068], [2.208, 0.288, -0.069], [5.237, 0.330, -0.781], [3.797, 2.046, 0.641], [-0.117, 0.674, -0.343], [1.777, -3.424, -0.304], [-0.106, -3.996, -0.730], [4.183, 2.642, -0.189], [-2.251, -0.773, -0.695], [-1.278, 1.601, 1.088], [1.978, -0.874, -0.402], [-1.310, 1.319, 0.025], [-4.906, 1.929, 1.292], [5.132, -0.304, 0.875], [-3.230, 2.475, 1.230], [4.585, 1.951, 1.390], [-4.294, 2.709, -0.172], [-2.460, 0.338, -0.211], [1.600, -5.069, -0.356], [-0.519, -4.624, -1.418], [4.579, -0.143, -0.051], [-4.034, 2.034, 0.647], [3.440, 0.721, 0.192], [0.990, 1.623, 1.118], [1.319, -4.190, -0.791], [-4.807, -0.153, -0.110]]}

=====

{"formula": "C5H8O", "method": "wB97M-V/def2-TZVPD", "e_tot_ha": -270.38501, "e_above_lowest_kcal_mol": 108.49, "fmax_ev_per_a": 0.5, "species": ["H", "H", "C", "C", "H", "H", "H", "H", "C", "H", "C", "C", "O", "H"], "coordinates": [[1.005, -1.064, 1.285], [-1.300, 1.726, -0.690], [-0.124, 0.030, -0.199], [-0.595, -1.893, 0.034], [-0.566, 1.811, 0.936], [-1.965, 0.744, 0.633], [-0.761, -2.852, 0.499], [1.147, 1.046, -1.561], [-0.726, -1.080, -0.973], [1.902, -0.375, -0.837], [1.252, 0.481, -0.629], [-1.045, 1.151, 0.207], [0.061, -0.857, 1.175], [1.715, 1.131, 0.120]]}

=====

{"formula": "C4H36NO13S", "method": "wB97M-V/def2-TZVPD", "total_charge": -1, "e_tot_ha": -1605.12526, "fmax_ev_per_a": 2.1, "species": ["H", "H", "H", "C", "H", "H", "H", "O", "O", "O", "H", "O", "H", "O", "H", "H", "H", "C", "C", "H", "H", "O", "O", "H", "O", "H", "H", "H", "O", "H", "H", "H", "O", "H", "N", "H", "H", "O", "H", "H", "H", "H", "S", "C", "H", "H", "H", "H", "O", "H", "H", "H", "O", "H", "H"], "coordinates": [[-2.228, 0.632, -3.940], [-0.021, 1.249, 1.091], [3.770, -2.542, 0.886], [1.284, -2.851, -0.120], [0.258, -0.114, 4.569], [-3.595, 2.115, -0.774], [1.904, -0.357, -1.544], [-1.711, 1.471, -3.992], [0.203, 3.563, -0.488], [-2.742, 0.945, 2.263], [1.388, -0.962, 0.539], [0.016, 0.522, 3.901], [1.981, 1.858, -2.532], [1.259, 2.767, 2.091], [3.241, 1.466, 0.803], [-0.841, 1.274, -4.337], [-3.476, -0.134, -2.541], [0.535, -2.772, -1.451], [3.055, -1.784, 1.239], [-2.084, -1.510, 3.719], [-3.082, -1.547, -3.028], [3.947, 1.382, 1.458], [1.644, 0.228, -2.277], [0.026, -4.144, 0.921], [-2.982, -0.610, -3.221], [-0.279, 2.974, -1.117], [2.553, -2.108, 2.152], [0.489, 0.617, 3.063], [-0.102, 0.302, 1.284], [-3.975, 1.377, 0.528], [-0.633, -2.516, 1.180], [1.248, 2.514, -3.791], [-1.906, -2.347, 3.298], [3.679, -0.904, 1.314], [2.046, -1.637, 0.154], [1.057, 3.132, 1.208], [-1.902, 1.900, -2.516], [1.727, 2.707, -2.987], [-0.574, -0.131, 0.535], [-1.819, 0.719, 2.516], [1.931, -3.743, -0.083], [1.144, -2.420, -2.269], [-0.891, -1.498, -1.405], [0.278, -3.098, 1.076], [0.797, -3.102, 2.028], [-3.036, 0.150, 1.796], [0.503, 3.131, 2.569], [0.029, -3.721, -1.623], [-4.266, 1.523, -0.383], [-1.410, -2.330, 2.463], [0.793, 0.008, -2.676], [0.931, 3.862, -1.055], [-1.885, 2.130, -1.520], [3.398, 1.124, 2.208], [-1.676, 1.241, -1.184]]}

=====

The E_HOMO results, record by record, are as follows: -0.4561, -0.3094, -0.1624 hartree.